1.
Computed, not measured: C41H104CuF6NO43S15 as an isolated structure, with ωB97M-V/def2-TZVPD.

- charge = +1
- LUMO level (alpha / beta) (Ha) = -0.205 / -0.298
- strongest force on any atom (eV/A) = 6.428
- multiplicity = 2

Cartesian coordinates (Å):
Cu -0.6598 2.2509 -4.5200
C 2.8375 0.4942 -0.6595
F 2.5231 -0.7712 -0.4820
F 3.6935 0.9257 0.2994
F 3.3458 0.6002 -1.8617
S 1.3043 1.6243 -0.4931
O 1.0167 1.9556 0.8971
O 1.6082 2.8327 -1.2690
N 0.0111 0.8869 -1.4367
S -0.7507 0.0966 -0.3502
O 0.1240 -0.5220 0.6675
O -2.0068 0.7549 0.1433
C -1.4441 -1.4396 -1.3562
F -0.3618 -2.2126 -1.6804
F -2.2840 -2.1527 -0.5821
F -2.0339 -0.9705 -2.4753
O -8.7840 -4.3991 -1.5291
S -9.0921 -3.5727 -0.3633
O -8.0225 -2.7806 0.2319
O -10.2916 -2.5718 -0.8387
C -10.7077 -1.4971 -0.0066
C -11.6946 -0.7342 -0.8125
C -9.9698 -4.5759 0.8981
H -9.9581 -0.8444 0.4408
H -11.3235 -1.9017 0.7968
H -12.3257 -0.0748 -0.2166
H -12.3549 -1.4199 -1.3435
H -11.2502 -0.0873 -1.5689
H -11.0577 -4.5109 0.9155
H -9.5145 -4.3074 1.8513
H -9.7438 -5.6161 0.6636
O -2.7540 8.3395 9.1338
S -1.7818 7.3802 8.6763
O -1.2121 6.3765 9.5863
O -2.4045 6.6154 7.3731
C -1.7570 5.4204 6.9683
C -1.9290 5.0276 5.5560
C -0.4757 8.2619 7.7493
H -2.1370 4.5520 7.5064
H -0.7178 5.5315 7.2779
H -1.4541 4.0592 5.3987
H -1.4375 5.6352 4.7962
H -2.9882 4.9735 5.3047
H 0.1180 7.5966 7.1223
H -0.0275 8.9060 8.5058
H -1.0006 8.9112 7.0486
O 3.2766 -4.3358 3.0853
S 2.6418 -5.6112 2.8525
O 2.7015 -6.3402 1.6174
O 3.0034 -6.6963 4.1396
C 2.3455 -7.9324 4.0967
C 2.9814 -8.9409 5.0685
C 0.7998 -5.3551 3.1641
H 2.2807 -8.4439 3.1364
H 1.3190 -7.8830 4.4601
H 3.2351 -8.4617 6.0140
H 3.9461 -9.2615 4.6750
H 2.4287 -9.8650 5.2378
H 0.4302 -6.3636 3.3496
H 0.3434 -4.9970 2.2413
H 0.6832 -4.7277 4.0479
O -6.7061 3.5302 -3.6331
S -5.8993 2.7179 -2.6892
O -4.5632 2.2555 -3.0694
O -5.8329 3.4622 -1.2171
C -7.0198 3.9300 -0.5561
C -6.9152 3.3345 0.8724
C -6.8789 1.2341 -2.1446
H -7.9813 3.6307 -0.9735
H -7.0462 5.0127 -0.6791
H -7.0307 2.2546 0.7790
H -7.6862 3.7254 1.5363
H -5.9278 3.5519 1.2797
H -6.3159 0.9188 -1.2661
H -6.8537 0.4296 -2.8796
H -7.9052 1.3372 -1.7922
O -3.0170 -1.1449 6.2205
S -4.1380 -2.0330 5.9980
O -3.9661 -3.3188 5.2932
O -4.8310 -2.3483 7.5079
C -5.7120 -3.4845 7.6406
C -6.8145 -3.3742 6.6335
C -5.4397 -1.0496 5.1081
H -6.0659 -3.5788 8.6672
H -5.2094 -4.4259 7.4187
H -7.3649 -2.4630 6.8678
H -7.5120 -4.2099 6.6881
H -6.5171 -3.4514 5.5877
H -5.7915 -1.6284 4.2541
H -4.8917 -0.1750 4.7577
H -6.2229 -0.7672 5.8116
O -2.0337 6.1857 -3.0598
S -2.1087 7.5108 -2.3912
O -1.0971 8.5595 -2.5446
O -3.6701 8.1371 -2.5508
C -3.8971 9.5374 -2.3482
C -3.7235 10.2644 -3.6920
C -2.0874 7.1195 -0.5282
H -3.3190 9.9140 -1.5044
H -4.9394 9.6148 -2.0385
H -4.6209 10.1428 -4.2986
H -2.7852 9.9485 -4.1481
H -3.5869 11.3307 -3.5120
H -2.9253 6.4917 -0.2248
H -2.1627 8.0797 -0.0180
H -1.1027 6.7276 -0.2734
O 9.9356 -3.3125 5.3620
S 9.1384 -2.1961 5.8045
O 9.1553 -1.7414 7.2062
O 9.5804 -0.8588 4.8873
C 9.2507 0.4093 5.4147
C 9.0632 1.6278 4.3322
C 7.4807 -2.3574 5.2137
H 9.9645 0.6005 6.2160
H 8.2895 0.2520 5.9038
H 8.3759 1.1382 3.6422
H 9.9184 1.8648 3.6993
H 8.6552 2.5504 4.7449
H 6.9120 -3.1736 5.6592
H 7.5453 -2.6318 4.1608
H 6.9436 -1.4454 5.4743
O 4.4692 0.6183 7.6710
S 3.6218 1.6477 7.1373
O 2.7159 2.4386 7.9688
O 4.5542 2.7359 6.3343
C 3.9445 3.8834 5.7554
C 4.9867 5.0832 5.5202
C 2.6474 1.0807 5.7051
H 3.1600 4.3188 6.3744
H 3.4658 3.6775 4.7980
H 4.6395 6.0765 5.2357
H 5.6095 4.7359 4.6958
H 5.5489 5.3544 6.4138
H 2.1178 1.8707 5.1727
H 2.0888 0.3064 6.2310
H 3.3333 0.7794 4.9133
O 1.8387 5.0600 -5.7254
S 2.6596 6.1822 -6.2497
O 3.6420 5.9575 -7.2974
O 1.7052 7.3895 -6.6362
C 2.1622 8.6993 -6.5967
C 1.1903 9.5650 -7.3573
C 3.6059 6.9541 -4.7609
H 3.2106 8.8962 -6.8204
H 2.2570 9.1340 -5.6016
H 1.1000 9.0700 -8.3242
H 1.6898 10.4984 -7.6166
H 0.1708 9.6491 -6.9809
H 4.2797 6.2297 -4.3034
H 2.8678 7.2749 -4.0259
H 4.0991 7.8345 -5.1731
O -5.0745 -1.1431 -7.0308
S -3.6772 -1.5462 -7.2849
O -2.5502 -0.7501 -6.7254
O -3.5103 -3.1505 -6.8146
C -4.6364 -4.0033 -6.9638
C -5.2901 -4.5816 -5.6897
C -3.3931 -1.8477 -9.1176
H -4.3815 -4.8649 -7.5808
H -5.4066 -3.4550 -7.5063
H -6.2989 -4.9453 -5.8851
H -5.2007 -3.6703 -5.0985
H -4.6430 -5.3273 -5.2278
H -2.4847 -2.4496 -9.1431
H -3.3342 -0.8143 -9.4593
H -4.3078 -2.3229 -9.4719
O 2.3961 -2.0593 -7.5563
S 2.9211 -1.5611 -6.3092
O 2.0859 -0.7905 -5.3489
O 3.6693 -2.7840 -5.4710
C 2.8344 -3.9140 -5.2213
C 3.4377 -4.5835 -3.9592
C 4.4504 -0.5768 -6.6335
H 2.9841 -4.5863 -6.0661
H 1.7884 -3.6471 -5.0708
H 4.3292 -5.1833 -4.1428
H 2.7844 -5.2893 -3.4461
H 3.6417 -3.7622 -3.2722
H 5.1537 -1.3157 -7.0177
H 4.6855 -0.0631 -5.7013
H 4.3102 0.1905 -7.3948
O 0.7217 -8.9723 -4.5364
S 0.0628 -9.8024 -3.5089
O -1.3231 -10.3019 -3.7689
O 1.0283 -11.1294 -3.2076
C 2.4204 -10.9643 -3.1659
C 3.0459 -11.4027 -1.8784
C 0.1321 -8.9564 -1.8426
H 2.6298 -9.9131 -3.3642
H 2.8435 -11.4506 -4.0448
H 4.1222 -11.5748 -1.8875
H 2.6917 -12.4113 -1.6654
H 2.7096 -10.8396 -1.0078
H -0.3291 -9.5443 -1.0490
H -0.2906 -7.9585 -1.9595
H 1.2002 -8.8374 -1.6609
O 10.6072 -2.0539 -2.5237
S 9.2050 -1.9997 -2.0602
O 8.6269 -2.7791 -0.9758
O 8.7924 -0.4054 -1.8255
C 9.3664 0.6507 -2.6145
C 9.1203 1.9195 -1.7656
C 8.1455 -2.2846 -3.6139
H 9.0911 0.6322 -3.6690
H 10.4451 0.5030 -2.6667
H 9.5817 1.7982 -0.7855
H 8.0381 2.0450 -1.7311
H 9.6062 2.7963 -2.1938
H 8.4893 -3.0960 -4.2555
H 8.0192 -1.3404 -4.1435
H 7.1515 -2.5232 -3.2355

Forces on atoms 1 to 3 (eV/Å):
Cu 0.02 0.03 0.05
C 0.41 -0.56 0.81
F -0.02 0.08 0.46

2.
Computed, not measured: a 2-piece molecular cluster, C4H12NO3 overall, with ωB97M-V/def2-TZVPD.

- charge = +1
- LUMO level (Ha) = -0.118
- strongest force on any atom (eV/A) = 4.209
- multiplicity = 1

Cartesian coordinates (Å):
O 0.4833 -2.8670 -0.5619
C -0.4646 -2.1221 -0.5257
C -0.2508 -0.6918 -0.1637
C -0.7721 0.2939 -1.3154
C -0.9222 1.7986 -0.8169
O 0.3311 2.3716 -0.8113
N 1.1847 -0.3529 0.1903
H -1.5819 -2.2953 -0.6676
H -0.9567 -0.5358 0.8182
H -1.7721 0.1025 -1.7001
H -0.2176 0.1167 -2.2060
H -1.3500 1.7747 0.2301
H -1.6116 2.2868 -1.5346
H 0.5101 3.3400 -0.6659
H 1.4079 0.3487 0.8570
H 1.6789 -1.2957 0.5389
H 1.6398 0.1340 -0.6949
H -0.5858 0.3569 3.3055
H 0.4376 1.3589 3.6797
O 0.2565 0.6336 3.0780

Forces on atoms 1 to 3 (eV/Å):
O -1.07 -0.25 -0.17
C 0.62 0.20 0.31
C -2.73 2.79 1.57